# 1
Density functional theory data (the ωB97M-V functional and the def2-TZVPD basis) for C18H17FN2O11P2SiTa as an isolated structure.

Structure (XYZ):
```
53
Properties=species:S:1:pos:R:3:nbo_charge:R:1
Ta 0.990 -0.529 -1.137 2.14
O 2.242 -0.914 -4.995 -0.95
P 1.747 -1.096 -3.555 2.57
O 0.418 -0.422 -3.154 -1.06
O 2.633 -0.517 -2.445 -1.02
O 1.603 -2.666 -3.308 -1.04
P 1.237 -3.163 -1.768 2.53
O 0.888 -4.648 -2.004 -0.95
O 2.311 -2.750 -0.837 -1.06
O -0.002 -2.290 -1.410 -1.05
H 1.609 -0.774 -5.714 0.56
H 1.202 -5.273 -1.334 0.55
C -4.091 -0.909 0.037 -0.17
C -3.539 -0.679 -1.212 -0.22
C -2.420 0.136 -1.332 -0.14
C -1.840 0.726 -0.203 -0.52
C -2.401 0.468 1.053 -0.17
C -3.524 -0.332 1.170 -0.19
Si -0.252 1.683 -0.387 1.00
C -0.202 3.144 -1.528 -0.52
C -0.312 3.042 -2.916 -0.13
C -0.322 4.179 -3.708 -0.22
C -0.221 5.434 -3.124 -0.17
C -0.108 5.553 -1.747 -0.20
C -0.096 4.415 -0.954 -0.17
H -4.966 -1.537 0.134 0.23
H -3.980 -1.126 -2.093 0.23
H -2.018 0.331 -2.323 0.21
H -1.962 0.901 1.945 0.22
H -3.963 -0.509 2.143 0.23
H 0.331 1.989 0.940 -0.14
H -0.397 2.069 -3.387 0.20
H -0.410 4.088 -4.783 0.22
H -0.229 6.321 -3.744 0.23
H -0.029 6.530 -1.290 0.23
H -0.003 4.525 0.121 0.22
F -0.389 -0.027 6.031 -0.28
C 0.165 -0.893 5.190 0.26
C 1.099 -0.517 4.321 -0.04
N 1.684 -1.430 3.453 -0.42
C 2.586 -0.985 2.423 -0.33
C 1.866 -0.635 1.163 0.84
O 2.470 -0.020 0.209 -0.68
O 0.671 -0.976 0.920 -0.65
C 1.291 -2.761 3.404 0.80
O 1.747 -3.539 2.596 -0.62
N 0.352 -3.108 4.346 -0.63
C -0.298 -2.284 5.270 0.60
O -1.137 -2.701 6.021 -0.52
H 1.450 0.504 4.264 0.24
H 3.255 -1.806 2.150 0.31
H 3.192 -0.140 2.749 0.26
H 0.071 -4.080 4.339 0.44
```

Summary:
**Frontier orbital gap**: 7.01 eV
**Relative energy (zero: lowest compared OMol25 entry of this formula, charge and spin)**: 168.9 kJ/mol
**Charge**: +1
**Largest force on an atom**: 0.0105 hartree/bohr


# 2
Density functional theory data (the ωB97M-V functional and the def2-TZVPD basis) for one molecule with the formula C18H17N3O3S.

Structure (XYZ):
```
42
Properties=species:S:1:pos:R:3:nbo_charge:R:1
C -0.609 3.067 1.602 -0.65
C -0.169 2.968 0.179 0.00
C -0.484 3.931 -0.765 -0.21
C -0.042 3.849 -2.082 -0.21
C 0.749 2.798 -2.505 -0.26
C 1.072 1.825 -1.577 -0.13
C 0.612 1.888 -0.246 0.08
N 1.006 0.844 0.543 -0.51
C 1.738 0.009 -0.089 0.30
N 2.327 -1.106 0.430 -0.64
C 2.030 -1.780 1.595 0.71
O 2.773 -2.627 2.016 -0.55
C 0.758 -1.356 2.310 -0.33
N -0.415 -1.519 1.476 -0.47
C -0.505 -2.428 0.447 0.72
O 0.397 -3.135 0.080 -0.58
C -1.907 -2.359 -0.129 -0.31
H -2.377 -3.333 0.037 0.25
C -2.601 -1.249 0.663 -0.30
C -1.558 -0.770 1.655 0.74
O -1.678 0.102 2.474 -0.58
H -3.451 -1.629 1.238 0.24
C -3.087 -0.066 -0.196 -0.44
C -2.075 0.286 -1.241 -0.19
C -1.476 -0.678 -1.922 -0.19
C -1.825 -2.107 -1.644 -0.44
H -2.797 -2.334 -2.092 0.22
H -1.086 -2.785 -2.071 0.24
H -0.748 -0.471 -2.690 0.21
H -1.869 1.329 -1.418 0.22
H -4.024 -0.351 -0.685 0.22
H -3.288 0.782 0.458 0.24
H 0.662 -1.976 3.208 0.23
H 0.816 -0.300 2.591 0.28
H 3.068 -1.527 -0.117 0.43
S 2.044 0.394 -1.798 0.32
H 1.106 2.734 -3.520 0.22
H -0.315 4.623 -2.783 0.22
H -1.092 4.773 -0.468 0.21
H -1.033 2.125 1.942 0.26
H -1.341 3.861 1.725 0.21
H 0.250 3.282 2.237 0.22
```

Summary:
**Frontier orbital gap**: 9.06 eV
**Relative energy (zero: lowest compared OMol25 entry of this formula, charge and spin)**: 0.0 kJ/mol
**Charge**: 0
**SMILES**: Cc1cccc2sc(NC(=O)CN3C(=O)[C@H]4CC=CC[C@H]4C3=O)nc12
**Largest force on an atom**: 0.0200 hartree/bohr


# 3
Density functional theory data (the ωB97M-V functional and the def2-TZVPD basis) for one molecule with the formula C18H17N3O3S.

Structure (XYZ):
```
42
Properties=species:S:1:pos:R:3:nbo_charge:R:1
C -4.330 -2.508 1.168 -0.61
C -3.870 -1.153 0.578 0.03
C -2.561 -0.590 0.630 -0.20
C -2.321 0.549 0.150 -0.08
C -3.337 1.223 -0.520 -0.24
C -4.719 0.853 -0.396 -0.17
C -5.082 -0.449 0.181 -0.25
H -6.035 -0.648 -0.176 0.23
H -5.484 1.602 -0.961 0.22
H -3.092 2.357 -0.702 0.21
C -1.054 1.206 0.334 0.31
N -0.322 0.739 1.200 -0.26
N 1.000 1.034 1.026 -0.32
C 0.950 2.009 0.079 0.12
N -0.311 1.821 -0.665 -0.38
C -0.746 2.373 -1.675 -0.38
H 0.244 2.292 -2.386 0.19
H -1.468 1.723 -2.190 0.24
H -0.963 3.523 -1.736 0.19
S 2.233 2.848 -0.501 0.42
C 3.451 2.382 0.561 -0.75
C 3.268 1.092 1.422 0.60
O 3.506 1.023 2.536 -0.58
C 3.201 -0.114 0.565 -0.28
C 3.486 0.059 -1.231 -0.16
C 3.385 -1.186 -1.803 -0.31
C 2.877 -2.597 -1.231 0.45
C 2.693 -2.336 0.103 -0.40
C 2.784 -1.432 1.075 0.43
O 2.702 -1.592 2.340 -0.65
H 2.860 -0.583 2.666 0.52
H 2.303 -3.448 0.466 0.14
O 2.707 -3.430 -2.032 -0.58
H 2.371 -4.365 -1.563 0.49
H 3.452 -1.233 -2.850 0.19
H 3.879 1.006 -1.404 0.21
H 3.433 3.122 1.287 0.25
H 4.467 2.525 0.434 0.28
H -1.962 -1.244 1.115 0.23
H -4.499 -3.092 0.352 0.21
H -3.581 -2.925 1.983 0.22
H -5.513 -2.436 1.766 0.21
```

Summary:
**Frontier orbital gap**: 7.49 eV
**Relative energy (zero: lowest compared OMol25 entry of this formula, charge and spin)**: 1584.7 kJ/mol
**Charge**: 0
**SMILES**: Cc1cccc(-c2nnc(SCC(=O)c3ccc(O)cc3O)n2C)c1
**Largest force on an atom**: 0.3619 hartree/bohr


# 4
Density functional theory data (the ωB97M-V functional and the def2-TZVPD basis) for one molecule with the formula C18H17N5O3S.

Structure (XYZ):
```
44
Properties=species:S:1:pos:R:3:nbo_charge:R:1
C 2.335 -1.024 2.966 -0.64
C 2.924 -1.969 1.968 -0.01
C 4.270 -2.309 2.037 -0.21
C 4.845 -3.140 1.096 -0.21
C 4.081 -3.639 0.055 -0.21
C 2.734 -3.333 -0.041 -0.04
C 2.159 -2.511 0.935 0.19
N 0.785 -2.206 0.800 -0.67
C -0.165 -2.368 1.738 0.67
O 0.000 -2.779 2.865 -0.61
C -1.564 -1.986 1.240 -0.61
H -2.289 -2.227 2.017 0.26
H -1.815 -2.497 0.311 0.26
S -1.767 -0.196 0.951 0.32
C -1.218 -0.069 -0.677 0.18
N -0.608 -1.026 -1.354 -0.38
N -0.390 -0.550 -2.571 -0.03
N -0.824 0.623 -2.694 -0.05
N -1.367 0.999 -1.519 -0.23
C -1.950 2.259 -1.356 0.22
C -2.302 2.963 -2.507 -0.24
C -2.879 4.210 -2.396 -0.14
C -3.109 4.761 -1.137 -0.18
C -2.744 4.055 0.006 -0.13
C -2.162 2.807 -0.095 -0.26
H -1.868 2.275 0.794 0.23
H -2.922 4.503 0.972 0.25
C -3.731 6.097 -0.972 0.78
O -3.947 6.619 0.092 -0.58
O -4.040 6.685 -2.136 -0.68
H -4.441 7.552 -1.970 0.51
H -3.157 4.761 -3.280 0.24
H -2.112 2.518 -3.471 0.25
H 0.470 -2.000 -0.149 0.44
C 1.896 -3.876 -1.159 -0.63
H 2.482 -4.551 -1.778 0.22
H 1.039 -4.423 -0.767 0.22
H 1.521 -3.071 -1.793 0.22
H 4.534 -4.279 -0.688 0.21
H 5.893 -3.392 1.165 0.21
H 4.872 -1.905 2.837 0.21
H 1.695 -1.566 3.664 0.25
H 3.119 -0.521 3.526 0.21
H 1.718 -0.274 2.471 0.21
```

Summary:
**Frontier orbital gap**: 8.13 eV
**Relative energy (zero: lowest compared OMol25 entry of this formula, charge and spin)**: 32.5 kJ/mol
**Charge**: 0
**SMILES**: Cc1cccc(C)c1NC(=O)CSc1nnnn1-c1ccc(C(=O)O)cc1
**Largest force on an atom**: 0.0368 hartree/bohr


# 5
Density functional theory data (the ωB97M-V functional and the def2-TZVPD basis) for a 2-piece molecular cluster, C18H17NO3 overall.

Structure (XYZ):
```
39
Properties=species:S:1:pos:R:3:nbo_charge:R:1
C -1.154 -1.278 1.684 -0.64
C -0.450 0.011 1.696 0.04
C -1.147 1.303 1.698 -0.64
N 0.934 0.007 1.712 0.42
O 1.546 1.106 1.701 -0.55
O 1.539 -1.096 1.741 -0.55
H -2.236 -1.148 1.686 0.20
H -0.879 -1.850 0.797 0.23
H -0.877 -1.869 2.556 0.20
H -2.230 1.178 1.701 0.20
H -0.866 1.881 2.578 0.21
H -0.871 1.883 0.817 0.22
C -6.683 0.583 7.838 -0.17
C -6.221 -0.378 6.954 -0.20
C -4.912 -0.360 6.529 -0.18
C -4.029 0.631 6.985 -0.07
C -2.637 0.733 6.597 0.41
O -1.936 1.791 7.141 -0.41
C -0.598 1.944 6.828 0.32
C 0.061 1.054 5.950 -0.08
C 1.418 1.266 5.654 -0.15
C 2.101 2.316 6.220 -0.21
C 1.453 3.183 7.091 -0.14
C 0.121 3.001 7.390 -0.27
C -0.688 -0.014 5.413 -0.06
C -2.008 -0.166 5.734 -0.30
C -4.522 1.588 7.878 -0.18
C -5.829 1.568 8.301 -0.21
H -7.709 0.565 8.169 0.22
H -6.896 -1.141 6.599 0.22
H -4.564 -1.110 5.843 0.22
H 1.913 0.594 4.974 0.25
H 3.143 2.472 5.990 0.23
H 1.991 4.004 7.537 0.23
H -0.400 3.663 8.060 0.23
H -0.199 -0.711 4.755 0.25
H -2.569 -0.988 5.326 0.24
H -3.842 2.345 8.229 0.23
H -6.187 2.315 8.991 0.22
```

Summary:
**Frontier orbital gap**: 3.08 eV
**Relative energy (zero: lowest compared OMol25 entry of this formula, charge and spin)**: 649.4 kJ/mol
**Charge**: 0
**Largest force on an atom**: 0.0309 hartree/bohr